{"formula": "C41H100N7O7P2", "method": "ωB97M-V/def2-TZVPD", "charge": 1, "de_lowest_kcal_mol": 41.7, "homo_lumo_gap_ev": 5.27, "max_force_ev_per_a": 3.8, "lumo_energy_ev": -3.79, "species": ["C", "C", "C", "C", "C", "C", "C", "O", "C", "P", "O", "O", "O", "C", "O", "N", "O", "N", "C", "C", "P", "O", "H", "H", "H", "H", "H", "H", "H", "H", "H", "H", "H", "H", "H", "H", "H", "H", "H", "H", "H", "H", "H", "H", "H", "H", "H", "C", "C", "N", "C", "C", "C", "C", "H", "H", "H", "H", "H", "H", "H", "H", "H", "H", "H", "H", "H", "H", "H", "C", "C", "N", "C", "C", "C", "C", "H", "H", "H", "H", "H", "H", "H", "H", "H", "H", "H", "H", "H", "H", "H", "C", "C", "N", "C", "C", "C", "C", "H", "H", "H", "H", "H", "H", "H", "H", "H", "H", "H", "H", "H", "H", "H", "C", "C", "N", "C", "C", "C", "C", "H", "H", "H", "H", "H", "H", "H", "H", "H", "H", "H", "H", "H", "H", "H", "C", "C", "N", "C", "C", "C", "C", "H", "H", "H", "H", "H", "H", "H", "H", "H", "H", "H", "H", "H", "H", "H"], "xyz": [[-5.999950, -3.361013, 4.165258], [-7.470530, -3.411814, 3.638551], [-7.496823, -3.992395, 2.180163], [-7.487916, -2.804096, 1.147373], [-6.493381, -2.967859, -0.041464], [-5.064227, -3.443423, 0.370973], [-4.147007, -3.304537, -0.908974], [-3.538271, -2.010674, -0.909043], [-2.178813, -2.007405, -0.476339], [-1.849571, -0.386085, 0.435774], [-0.516631, -0.480369, 1.127076], [-3.078983, -0.002860, 1.461983], [-1.741556, 0.878137, -0.659831], [-1.768602, -3.170458, 0.481871], [-2.147338, -2.969883, 1.839802], [-0.957855, -3.026148, 2.615395], [-1.110304, -3.730024, 3.520902], [-2.199977, -4.530752, 0.020381], [-3.165219, -4.497755, -1.124891], [-3.925167, -5.877051, -1.101748], [-2.293941, -4.484864, -2.809294], [-1.528822, -5.773574, -3.051962], [-5.988099, -3.044447, 5.225515], [-5.402095, -2.613312, 3.596282], [-5.521305, -4.348363, 4.009895], [-8.055040, -4.057424, 4.331142], [-7.960640, -2.415983, 3.695150], [-6.720652, -4.759785, 2.002908], [-8.474437, -4.514954, 2.083193], [-7.383223, -1.830642, 1.671879], [-8.506577, -2.773496, 0.698163], [-6.356097, -1.949717, -0.478507], [-6.904362, -3.586982, -0.870050], [-4.622594, -2.753709, 1.127074], [-5.041599, -4.452865, 0.824891], [-4.844936, -3.319339, -1.777251], [-1.538480, -1.962829, -1.383189], [-2.858908, 0.875361, 1.808791], [-1.325043, 0.555351, -1.466920], [-0.653571, -3.180548, 0.496336], [-2.661451, -4.973286, 0.830831], [-1.391639, -5.132249, -0.192541], [-4.077614, -6.250197, -0.067069], [-4.922684, -5.811546, -1.574091], [-3.358718, -6.664078, -1.642270], [-3.329076, -4.279271, -3.777586], [-1.381445, -3.400950, -2.928489], [-7.910248, 0.171648, -2.522116], [-8.935882, -0.899166, -2.869219], [-10.052421, -0.959047, -1.943213], [-10.869940, -2.155440, -2.099511], [-11.620189, -2.340819, -3.419205], [-10.788246, 0.284146, -1.749566], [-11.403869, 0.949023, -2.982337], [-7.555221, 0.055898, -1.495182], [-7.047073, 0.084843, -3.186132], [-8.311933, 1.178610, -2.640000], [-8.414337, -1.862661, -2.846871], [-9.266365, -0.749017, -3.906707], [-11.586074, -2.208072, -1.274531], [-10.215974, -3.024736, -1.958781], [-12.482229, -1.678871, -3.490846], [-12.000496, -3.363367, -3.484259], [-10.980729, -2.177767, -4.288119], [-10.115003, 1.005818, -1.277130], [-11.572193, 0.121449, -1.005387], [-10.715206, 0.982163, -3.828265], [-11.672779, 1.981147, -2.745301], [-12.317854, 0.449524, -3.300202], [2.130672, 1.928312, -0.056290], [2.668870, 3.137613, 0.693715], [1.635639, 3.889927, 1.383499], [2.086844, 5.192474, 1.854144], [3.184932, 5.223910, 2.917964], [0.813617, 3.132948, 2.316189], [1.519199, 2.397144, 3.457287], [1.332606, 2.218045, -0.744218], [2.929942, 1.472113, -0.644743], [1.746126, 1.165246, 0.622968], [3.143445, 3.794576, -0.042165], [3.466917, 2.807853, 1.374873], [1.225484, 5.760994, 2.216643], [2.444867, 5.753750, 0.983332], [2.805732, 4.943297, 3.900520], [3.577723, 6.240312, 3.009323], [4.024000, 4.574740, 2.667746], [0.241949, 2.395380, 1.742098], [0.052189, 3.795448, 2.738375], [2.402956, 1.853021, 3.120600], [0.837677, 1.664023, 3.897408], [1.814171, 3.074985, 4.257258], [7.587196, 8.013104, -3.167186], [6.203126, 8.323020, -2.613783], [5.461105, 7.138638, -2.215362], [4.049739, 7.395702, -1.963762], [3.688489, 8.325290, -0.803546], [6.118840, 6.267919, -1.253017], [6.537628, 6.873076, 0.088389], [7.528594, 7.297041, -3.989124], [8.043102, 8.927200, -3.551870], [8.254037, 7.612236, -2.401976], [5.643028, 8.831297, -3.404447], [6.302712, 9.044984, -1.790500], [3.531838, 6.440963, -1.827031], [3.621508, 7.817731, -2.879538], [3.826442, 7.839557, 0.162921], [2.633031, 8.602466, -0.870535], [4.267013, 9.250020, -0.815840], [7.011538, 5.850112, -1.728080], [5.482604, 5.397464, -1.066110], [7.029072, 7.841000, -0.022098], [7.247829, 6.205686, 0.584495], [5.688617, 6.989601, 0.762244], [4.193783, -10.006942, -3.726620], [3.277273, -8.925506, -4.282108], [2.287868, -8.457311, -3.325156], [1.236016, -7.649237, -3.926932], [1.636033, -6.313974, -4.557018], [2.809460, -7.965175, -2.059378], [3.814589, -6.811379, -2.099476], [3.615813, -10.841963, -3.326340], [4.831983, -10.393480, -4.523021], [4.847359, -9.626059, -2.940046], [2.751087, -9.354338, -5.140060], [3.893652, -8.104046, -4.674730], [0.453076, -7.468833, -3.185208], [0.752932, -8.255001, -4.701123], [1.856624, -5.559295, -3.801040], [0.806395, -5.929115, -5.156006], [2.497618, -6.407602, -5.219587], [3.279712, -8.804140, -1.538173], [1.971158, -7.683585, -1.414260], [4.585701, -6.954978, -2.857268], [4.322040, -6.733422, -1.134191], [3.327563, -5.853064, -2.279247], [8.856911, 4.241003, 6.960922], [7.956266, 4.122582, 5.739144], [8.196827, 5.151069, 4.741748], [7.160096, 5.221794, 3.722451], [6.982785, 4.008943, 2.807348], [9.564416, 5.260108, 4.253994], [10.198305, 4.019277, 3.620956], [8.785858, 5.235926, 7.404262], [8.549954, 3.515360, 7.716597], [9.902047, 4.040058, 6.720252], [6.922545, 4.214224, 6.086881], [8.054893, 3.109861, 5.321310], [7.320475, 6.110407, 3.104733], [6.205269, 5.404016, 4.228843], [7.781133, 3.941659, 2.068038], [6.045638, 4.102485, 2.252642], [6.938504, 3.069931, 3.361738], [10.197357, 5.573954, 5.089184], [9.624501, 6.090220, 3.544757], [10.018026, 3.114124, 4.203245], [11.281363, 4.152474, 3.559243], [9.841878, 3.853609, 2.604767]], "atomic_forces_ev_per_a": [[-0.48, 0.61, -0.32], [0.75, -0.84, 0.24], [-1.41, 0.95, 0.46], [-0.47, -0.92, -0.53], [0.30, 0.88, 0.55], [0.40, 0.56, -0.43], [-1.13, -0.75, 0.27], [0.66, -0.78, -0.10], [-1.27, 0.66, 0.45], [2.72, 2.29, 1.40], [-2.07, -0.60, -1.04], [1.25, -0.76, -2.19], [-1.36, -2.25, 1.26], [1.98, 1.84, 0.57], [-1.90, -0.66, -2.40], [1.64, -1.08, 1.63], [0.01, 0.80, -0.19], [-0.02, -0.09, 0.27], [-1.37, -0.25, -0.51], [0.09, -0.20, -0.20], [1.62, -2.36, -1.05], [-1.16, 1.75, 0.87], [0.21, -0.38, -0.50], [-0.33, -0.39, 0.27], [-0.23, 0.48, 0.40], [0.37, 0.26, -0.50], [0.38, -0.56, -0.23], [-0.22, 0.51, 0.26], [0.68, 0.17, -0.15], [0.38, -0.61, -0.38], [0.64, 0.20, 0.23], [-0.08, -0.65, 0.11], [0.23, 0.06, 0.68], [-0.49, -0.39, -0.36], [-0.16, 0.41, -0.42], [0.61, 0.02, 0.36], [0.07, -0.23, 0.69], [-0.15, 0.11, 0.22], [0.22, 0.28, -0.17], [-0.61, 0.13, -0.23], [-0.07, 0.16, -0.20], [-0.07, 0.12, -0.13], [0.04, 0.40, -0.51], [0.51, 0.19, 0.21], [-0.16, 0.56, 0.27], [0.15, 0.31, 0.76], [-0.68, 0.16, 0.26], [0.00, 0.03, 0.00], [0.06, 0.14, -0.03], [-0.08, -0.25, 0.29], [0.10, -0.19, 0.00], [-0.17, -0.10, -0.03], [0.16, 0.31, 0.05], [-0.17, 0.10, -0.01], [-0.09, 0.04, 0.02], [-0.05, 0.01, -0.02], [0.03, -0.01, 0.04], [-0.22, -0.11, 0.03], [0.08, -0.01, -0.08], [0.03, 0.18, 0.01], [0.11, 0.09, -0.03], [0.06, 0.03, -0.06], [0.02, 0.03, 0.02], [0.00, 0.03, 0.03], [0.07, -0.07, -0.05], [0.04, -0.22, -0.05], [0.01, -0.03, 0.02], [0.02, -0.04, 0.01], [0.06, -0.02, -0.09], [0.01, -0.15, 0.03], [-0.02, -0.10, -0.05], [-0.18, 0.28, 0.01], [0.10, 0.18, -0.16], [0.00, 0.16, 0.16], [-0.14, -0.27, -0.13], [-0.08, -0.04, 0.21], [-0.03, 0.05, 0.08], [0.01, 0.03, 0.05], [-0.05, 0.00, -0.05], [-0.05, 0.16, 0.16], [0.08, -0.06, -0.03], [-0.08, -0.16, 0.01], [0.01, -0.14, -0.06], [0.06, -0.06, -0.01], [-0.01, -0.03, -0.02], [-0.06, -0.02, 0.00], [0.12, -0.02, -0.07], [0.15, 0.18, -0.06], [-0.01, 0.03, -0.03], [0.01, 0.01, -0.04], [0.10, -0.03, -0.04], [0.03, -0.02, 0.04], [0.16, 0.01, -0.02], [-0.33, -0.21, -0.04], [-0.09, 0.10, -0.18], [-0.18, -0.02, 0.14], [0.33, -0.08, -0.08], [0.01, -0.12, 0.22], [-0.03, -0.03, 0.06], [-0.02, -0.01, 0.04], [0.01, -0.01, -0.04], [-0.17, -0.08, 0.11], [0.04, 0.08, -0.01], [0.15, -0.07, 0.04], [0.14, 0.03, -0.02], [0.07, 0.07, 0.01], [0.03, -0.01, -0.02], [0.02, -0.04, 0.00], [-0.01, 0.10, -0.05], [-0.16, 0.12, -0.07], [-0.03, 0.00, -0.04], [-0.02, 0.01, -0.03], [0.03, 0.11, 0.01], [0.03, 0.02, 0.04], [0.16, -0.10, 0.04], [-0.37, 0.08, 0.07], [-0.10, -0.14, -0.12], [-0.13, 0.20, -0.04], [0.24, -0.23, 0.08], [0.02, 0.17, 0.19], [-0.01, 0.06, 0.03], [-0.01, 0.04, 0.02], [0.00, -0.04, 0.00], [-0.15, 0.16, 0.06], [0.06, -0.01, -0.06], [0.12, -0.01, 0.09], [0.13, -0.07, 0.01], [0.09, -0.01, -0.03], [0.01, -0.04, 0.02], [0.00, -0.01, 0.05], [0.02, -0.02, -0.11], [-0.13, 0.00, -0.18], [-0.04, -0.02, -0.01], [-0.01, -0.02, -0.03], [0.06, 0.00, -0.11], [0.05, -0.02, 0.00], [0.11, -0.02, 0.10], [-0.16, 0.26, -0.19], [-0.22, 0.02, 0.11], [-0.04, -0.01, -0.24], [0.23, 0.02, 0.24], [0.15, -0.01, -0.16], [0.02, 0.00, -0.07], [0.01, 0.00, -0.04], [-0.01, 0.02, 0.03], [-0.03, 0.07, -0.21], [-0.01, -0.09, 0.05], [0.17, -0.01, 0.06], [0.07, -0.05, 0.12], [0.01, -0.08, 0.05], [0.04, 0.00, -0.01], [0.04, 0.04, 0.01], [-0.09, -0.06, 0.05], [-0.22, -0.02, -0.01], [-0.03, 0.03, 0.01], [-0.04, 0.01, 0.01], [-0.03, -0.09, 0.04]]}